13
Properties=species:S:1:pos:R:3 method="wB97M-V/def2-TZVPD" gap_ev="6.4 / 5.7" relative_energy_ev=1.2519 lumo_ha="-0.157 / -0.173" charge=+1 spin_multiplicity=2
C 1.010 -0.901 0.879
C 1.871 -1.036 -0.193
H 1.331 -0.633 1.893
H 0.303 -1.693 1.129
H 2.904 -1.373 -0.039
H 1.476 -1.015 -1.213
Tl 2.307 1.546 0.280
O -1.480 1.814 0.131
C -1.946 0.709 -0.354
C -1.462 -0.550 -0.233
Na -1.709 3.821 -0.507
H -1.851 -1.478 -0.652
H -2.755 0.789 -1.121